DFT (ωB97M-V/def2-TZVPD) results for 14 unconnected molecules or ions with the total composition C80H202N14O26 in a non-equilibrium geometry.

For the orbital gap, the calculation gives 8.0 eV. For the energy above the lowest of the compared OMol25 structures with the same formula, charge and spin, the calculation gives 357.8 kJ/mol. The HOMO energy is -7.72 eV. The energy comes out at -160310.5540 eV.

Each line ends with the Mulliken charge.
Element x y z (Å)
1 C -1.926 0.825 1.370  1.1427
2 O -1.414 0.952 0.040  0.7073
3 C -2.304 1.649 -0.876  0.3627
4 C -1.707 1.504 -2.240  -0.0623
5 N -1.562 0.101 -2.731  1.0897
6 C -0.236 -0.533 -2.463  1.2928
7 C -0.309 -1.962 -2.940  0.8839
8 O 0.485 -2.861 -2.189  -0.3323
9 C -0.152 -3.260 -0.989  0.4647
10 H -1.088 0.691 2.071  -0.8212
11 H -2.623 -0.079 1.534  -0.8740
12 H -2.429 1.698 1.763  0.2004
13 H -2.330 2.689 -0.529  0.2974
14 H -3.305 1.207 -0.835  -1.4046
15 H -0.653 1.897 -2.198  -1.1782
16 H -2.216 2.192 -2.902  0.6979
17 H -2.289 -0.399 -2.234  -0.2806
18 H -0.036 -0.408 -1.387  -0.1031
19 H 0.553 0.086 -3.025  -0.2681
20 H -0.099 -1.921 -4.011  -0.6331
21 H -1.386 -2.195 -2.822  -0.9841
22 H 0.574 -3.902 -0.545  -0.0054
23 H -1.118 -3.779 -1.210  -0.3831
24 H -0.417 -2.390 -0.364  -0.2797
25 C 6.466 -12.305 -0.047  -0.7360
26 O 6.067 -11.169 -0.842  -0.3340
27 C 4.805 -11.414 -1.333  -0.3216
28 C 4.303 -10.297 -2.197  -0.9876
29 N 4.432 -9.025 -1.582  -0.2199
30 C 3.444 -8.819 -0.554  -0.5507
31 C 3.398 -7.309 -0.227  -0.2608
32 O 2.361 -6.870 0.652  -0.1820
33 C 1.126 -6.914 0.008  -0.8890
34 H 6.808 -13.120 -0.666  0.2984
35 H 5.677 -12.683 0.653  0.3176
36 H 7.319 -11.869 0.534  0.2379
37 H 4.136 -11.543 -0.471  0.2922
38 H 4.720 -12.335 -1.875  0.4486
39 H 3.281 -10.458 -2.478  0.3640
40 H 4.771 -10.296 -3.164  0.3632
41 H 5.391 -8.960 -1.221  0.2983
42 H 3.654 -9.461 0.354  0.1076
43 H 2.521 -9.110 -1.017  0.3896
44 H 3.372 -6.806 -1.205  0.2134
45 H 4.352 -6.938 0.215  0.2535
46 H 0.470 -6.325 0.647  0.1479
47 H 0.741 -7.963 -0.105  0.2792
48 H 1.197 -6.364 -0.928  0.4858
49 C 3.476 3.107 3.549  -0.5845
50 O 3.318 1.850 3.071  0.7248
51 C 4.613 1.242 2.908  -0.1479
52 C 5.320 0.941 4.201  -1.1959
53 N 4.520 0.005 4.988  1.0437
54 C 4.775 -0.036 6.399  -0.9973
55 C 3.923 -1.066 7.059  -0.5370
56 O 2.600 -0.680 6.863  -0.0836
57 C 1.576 -1.487 7.377  -0.5285
58 H 4.004 3.168 4.533  0.3607
59 H 2.535 3.613 3.808  -0.0639
60 H 4.091 3.754 2.871  0.0307
61 H 5.295 1.909 2.333  0.4533
62 H 4.487 0.349 2.284  -0.5708
63 H 5.499 1.874 4.710  0.4397
64 H 6.220 0.440 3.761  0.3756
65 H 3.552 0.291 4.915  -0.6716
66 H 4.651 0.905 6.964  0.3658
67 H 5.786 -0.336 6.527  0.5695
68 H 4.239 -1.165 8.112  0.4820
69 H 4.075 -2.063 6.676  0.1304
70 H 1.331 -2.256 6.643  0.1391
71 H 0.691 -0.839 7.542  -0.0320
72 H 1.880 -1.948 8.361  0.3917
73 C -1.877 -2.777 2.923  0.0337
74 O -2.185 -3.078 1.622  0.4889
75 C -3.431 -3.827 1.463  -0.7839
76 C -3.549 -4.456 0.078  -0.9944
77 N -3.609 -3.427 -0.970  0.2223
78 C -3.967 -4.078 -2.278  -0.5633
79 C -4.608 -3.155 -3.323  0.0702
80 O -4.986 -3.800 -4.483  -0.2795
81 C -5.974 -4.846 -4.323  -0.8773
82 H -2.002 -3.582 3.650  0.5612
83 H -2.498 -2.046 3.444  0.0909
84 H -0.898 -2.344 2.894  -0.6930
85 H -4.310 -3.262 1.731  0.2718
86 H -3.420 -4.651 2.167  0.4076
87 H -4.465 -5.078 0.042  0.5605
88 H -2.710 -5.103 -0.175  0.4351
89 H -4.383 -2.813 -0.794  -0.2244
90 H -4.649 -4.868 -2.011  1.0489
91 H -2.970 -4.511 -2.582  -0.0984
92 H -3.852 -2.434 -3.546  -0.2997
93 H -5.375 -2.565 -2.816  0.0383
94 H -5.850 -5.452 -3.402  0.3733
95 H -5.838 -5.618 -5.121  0.2841
96 H -6.947 -4.367 -4.266  0.2486
97 C -1.630 0.176 -6.171  0.0383
98 O -0.671 1.118 -6.648  -0.4270
99 C 0.182 1.657 -5.667  0.9946
100 C 0.788 2.917 -6.310  -1.9035
101 N 0.024 4.113 -6.086  0.5020
102 C -1.362 4.164 -6.447  0.0354
103 C -1.526 4.329 -7.939  -1.0746
104 O -1.007 5.629 -8.281  -0.1949
105 C -0.879 5.777 -9.640  -0.8168
106 H -2.443 0.556 -5.554  0.2344
107 H -1.145 -0.652 -5.561  -0.6771
108 H -2.021 -0.316 -7.070  0.4570
109 H 0.906 0.862 -5.414  0.5638
110 H -0.334 1.895 -4.717  -0.4753
111 H 0.920 2.694 -7.372  0.4752
112 H 1.794 3.080 -5.942  0.4136
113 H 0.087 4.495 -5.148  -0.4346
114 H -1.798 5.005 -5.895  0.4417
115 H -1.903 3.291 -6.321  0.1241
116 H -2.497 4.244 -8.365  0.5497
117 H -0.875 3.569 -8.462  0.2435
118 H -0.664 6.802 -9.820  0.2185
119 H -1.869 5.549 -10.112  0.2849
120 H -0.098 5.111 -10.001  0.3352
121 C 3.593 -6.304 6.712  -0.4853
122 O 2.890 -6.914 5.663  -0.4338
123 C 2.304 -6.006 4.746  -0.5591
124 C 3.201 -5.053 3.954  0.2491
125 N 2.374 -4.043 3.230  0.2673
126 C 2.656 -2.681 3.656  1.0409
127 C 1.821 -1.641 3.003  0.6035
128 O 2.364 -1.249 1.772  0.8591
129 C 1.587 -0.273 1.067  0.1660
130 H 4.375 -5.640 6.235  0.1759
131 H 4.088 -7.077 7.294  0.2802
132 H 2.909 -5.669 7.298  0.2179
133 H 1.544 -5.469 5.302  0.4051
134 H 1.766 -6.632 4.008  0.1772
135 H 3.784 -5.731 3.306  0.1716
136 H 3.885 -4.581 4.687  -0.2565
137 H 2.381 -4.150 2.236  -0.2253
138 H 3.745 -2.389 3.671  -0.7035
139 H 2.280 -2.531 4.707  -0.2465
140 H 1.882 -0.783 3.668  -0.6406
141 H 0.860 -2.098 2.839  -1.2541
142 H 0.803 -0.718 0.487  -0.3086
143 H 2.183 0.120 0.274  -0.0189
144 H 1.267 0.518 1.694  0.1495
145 C 3.450 -3.744 -4.020  -0.4666
146 O 4.557 -4.156 -3.272  -0.5575
147 C 4.940 -3.106 -2.363  -0.7507
148 C 3.887 -2.983 -1.270  1.2442
149 N 4.501 -2.398 -0.078  0.0097
150 C 5.004 -3.378 0.850  0.1287
151 C 5.819 -2.707 1.916  0.9663
152 O 6.215 -3.665 2.834  -0.4388
153 C 6.718 -3.082 4.001  -0.4525
154 H 3.466 -2.645 -4.252  0.3193
155 H 2.531 -3.959 -3.528  0.3549
156 H 3.453 -4.289 -5.003  0.0334
157 H 5.170 -2.144 -2.853  0.2471
158 H 5.839 -3.450 -1.908  0.4626
159 H 3.478 -4.012 -1.150  -0.3162
160 H 3.093 -2.286 -1.596  -0.3317
161 H 3.837 -1.759 0.352  -0.0492
162 H 5.644 -4.116 0.387  0.7624
163 H 4.120 -3.868 1.344  -0.8783
164 H 5.202 -1.952 2.376  -1.1063
165 H 6.706 -2.247 1.380  0.4026
166 H 5.943 -2.691 4.628  -0.0654
167 H 7.468 -2.272 3.882  0.3074
168 H 7.347 -3.783 4.599  0.2873
169 C 3.963 0.882 -2.533  -1.1771
170 O 3.624 1.951 -1.675  -0.5952
171 C 2.144 2.091 -1.642  0.8064
172 C 1.948 3.060 -0.497  -0.2176
173 N 2.287 4.445 -0.966  0.0977
174 C 2.116 5.421 0.153  1.8441
175 C 3.310 6.262 0.376  -1.0202
176 O 4.332 5.293 0.725  0.0273
177 C 5.715 5.617 0.741  -1.0742
178 H 5.009 0.895 -2.850  0.4225
179 H 3.405 0.868 -3.430  0.1990
180 H 3.830 -0.102 -1.952  0.6160
181 H 1.659 1.121 -1.424  -0.6008
182 H 1.665 2.537 -2.517  0.3458
183 H 2.588 2.687 0.309  0.0003
184 H 0.892 3.194 -0.131  -0.0171
185 H 3.287 4.445 -1.169  0.4342
186 H 2.030 4.838 1.060  -0.8373
187 H 1.228 6.021 -0.019  -1.1167
188 H 3.151 6.986 1.164  0.4919
189 H 3.606 6.893 -0.524  0.3424
190 H 6.094 5.678 -0.292  0.3295
191 H 6.281 4.893 1.258  0.2196
192 H 5.881 6.523 1.242  0.4197
193 C -2.249 -3.136 9.813  -0.9311
194 O -2.366 -2.337 8.671  -0.2692
195 C -2.900 -2.953 7.527  -0.7991
196 C -3.397 -1.836 6.590  -0.4066
197 N -2.218 -1.021 6.303  0.0452
198 C -2.567 0.149 5.561  0.1364
199 C -1.356 0.895 5.171  1.8611
200 O -0.670 1.301 6.373  -0.6308
201 C 0.474 2.017 6.089  -0.2041
202 H -3.223 -3.454 10.187  0.3258
203 H -1.772 -2.510 10.548  0.2688
204 H -1.687 -4.007 9.674  0.3664
205 H -3.805 -3.502 7.676  0.4969
206 H -2.151 -3.519 6.998  0.2955
207 H -4.201 -1.249 7.094  0.2670
208 H -3.751 -2.159 5.613  0.2253
209 H -1.803 -0.765 7.203  0.3621
210 H -3.327 0.785 6.077  0.6807
211 H -3.040 -0.188 4.632  -1.2670
212 H -1.579 1.746 4.477  -0.7116
213 H -0.704 0.192 4.631  -0.4740
214 H 0.900 2.294 7.045  0.5370
215 H 0.226 2.958 5.523  -0.0709
216 H 1.129 1.440 5.507  -0.1697
217 C -2.202 6.058 -0.032  0.6801
218 O -2.489 5.673 -1.332  -0.5809
219 C -1.332 5.245 -2.083  -0.0237
220 C -0.313 6.304 -2.524  -0.4673
221 N 0.610 5.701 -3.498  0.1993
222 C 1.370 6.695 -4.296  -0.6659
223 C 0.419 7.424 -5.273  0.0211
224 O 0.166 8.748 -4.865  -0.4168
225 C -0.995 9.222 -5.488  -0.7075
226 H -2.533 7.105 0.040  0.2748
227 H -1.148 6.128 0.153  -0.6288
228 H -2.699 5.377 0.627  0.0002
229 H -1.786 4.920 -2.993  0.1536
230 H -0.745 4.354 -1.710  -0.0058
231 H 0.292 6.806 -1.805  -0.0044
232 H -0.980 7.054 -2.894  0.4983
233 H 1.209 5.124 -2.878  -0.2190
234 H 2.226 6.165 -4.813  0.4274
235 H 1.921 7.515 -3.700  0.3986
236 H -0.567 6.951 -5.121  -0.2884
237 H 0.663 7.303 -6.301  0.5516
238 H -0.936 9.356 -6.594  0.2858
239 H -1.187 10.208 -5.101  0.2921
240 H -1.832 8.499 -5.247  0.2746
241 C -4.019 3.373 6.233  -0.4509
242 O -4.973 3.108 5.271  -0.3987
243 C -4.558 3.759 4.037  0.3310
244 C -5.456 3.366 2.927  -1.3453
245 N -5.244 2.040 2.466  0.3763
246 C -5.579 0.905 3.347  -0.0092
247 C -5.398 -0.388 2.571  0.1913
248 O -6.074 -0.363 1.321  -0.0587
249 C -7.455 -0.662 1.452  -0.7934
250 H -3.012 3.221 5.809  0.0432
251 H -4.141 2.665 7.097  0.2162
252 H -4.181 4.435 6.501  0.3849
253 H -3.572 3.303 3.825  -0.3357
254 H -4.524 4.835 4.128  0.6509
255 H -5.131 4.042 2.138  0.5004
256 H -6.506 3.699 3.144  0.3029
257 H -5.543 1.745 1.541  0.0240
258 H -6.550 0.967 3.774  0.3589
259 H -4.863 0.869 4.210  -0.3951
260 H -5.653 -1.192 3.219  0.5875
261 H -4.383 -0.545 2.242  -0.9423
262 H -7.860 -0.737 0.433  0.1889
263 H -7.985 0.121 2.017  0.2276
264 H -7.592 -1.717 1.830  0.3065
265 C 0.669 10.515 -1.229  -0.7006
266 O 0.973 9.643 -0.115  -0.2500
267 C -0.068 9.614 0.841  -0.7417
268 C 0.083 8.459 1.726  0.7856
269 N -1.115 8.416 2.605  -0.4049
270 C -0.959 7.552 3.773  -1.1933
271 C -1.180 6.038 3.534  0.0219
272 O -0.171 5.479 2.773  -0.0609
273 C -0.421 4.154 2.512  1.7239
274 H 1.570 10.455 -1.867  0.2292
275 H 0.432 11.558 -0.856  0.2999
276 H -0.202 10.111 -1.783  0.2854
277 H -1.033 9.465 0.364  0.3598
278 H -0.146 10.582 1.433  0.3283
279 H 1.038 8.502 2.348  0.3566
280 H 0.036 7.536 1.099  -0.9202
281 H -1.171 9.348 2.982  0.2804
282 H -1.531 7.903 4.693  0.4260
283 H 0.097 7.618 4.171  0.3589
284 H -2.190 5.728 3.151  -0.0233
285 H -1.139 5.612 4.538  0.2668
286 H -1.252 4.060 1.843  -0.1322
287 H -0.567 3.479 3.395  0.0840
288 H 0.462 3.791 1.939  -1.1923
289 C 0.764 -2.310 -7.439  -1.2446
290 C 1.208 -3.673 -6.968  2.1742
291 C -0.023 -4.534 -6.673  -1.1986
292 O -0.914 -3.855 -5.818  -0.0265
293 C -2.230 -4.341 -5.952  -0.5551
294 N 2.040 -4.270 -7.954  -0.7480
295 H 0.198 -1.790 -6.632  0.0432
296 H 0.077 -2.417 -8.303  0.2906
297 H 1.601 -1.706 -7.670  0.5754
298 H 1.716 -3.572 -5.978  -0.9743
299 H 0.347 -5.541 -6.292  0.2166
300 H -0.573 -4.860 -7.604  0.3325
301 H -2.368 -5.311 -5.501  0.3265
302 H -2.508 -4.476 -6.988  0.5388
303 H -2.949 -3.654 -5.501  -0.2447
304 H 2.697 -3.540 -8.228  0.3051
305 H 2.536 -5.055 -7.624  0.2986
306 C -7.688 0.819 -2.596  -1.9419
307 C -6.393 0.012 -2.786  0.4864
308 C -5.606 0.633 -3.967  0.2084
309 O -6.305 0.745 -5.182  -0.4740
310 C -6.656 -0.527 -5.809  -0.6537
311 N -5.526 -0.060 -1.650  0.2931
312 H -8.308 0.400 -1.840  0.4502
313 H -8.340 0.900 -3.472  0.3701
314 H -7.460 1.833 -2.249  0.4005
315 H -6.677 -1.037 -3.003  0.3154
316 H -4.618 0.066 -4.090  -0.1954
317 H -5.418 1.711 -3.694  0.3249
318 H -7.429 -0.255 -6.545  0.2942
319 H -7.050 -1.202 -5.060  0.3020
320 H -5.873 -0.979 -6.414  0.2408
321 H -5.930 -0.334 -0.789  -0.1394
322 H -5.279 0.874 -1.443  -0.0761